Record 1
C20H16N3Tb as an isolated structure at a distorted geometry, computed with ωB97M-V with the def2-TZVPD basis set.

The geometry in ORCA input format:
```
! RIJCOSX wB97M-V def2-TZVPD def2/J DEFGRID3
* xyz 2 7
Tb 0.31 -0.74 -1.27
C -4.09 -1.04 -3.01
C -4.22 0.28 -3.43
C -3.32 1.19 -2.95
C -2.23 0.74 -2.22
N -2.02 -0.55 -1.99
C -2.94 -1.46 -2.40
C -1.27 1.71 -1.69
C -1.56 3.08 -1.32
C -0.57 3.96 -0.82
C 0.77 3.55 -0.72
C 1.10 2.26 -1.14
C 0.07 1.38 -1.48
H -4.76 -1.84 -3.32
H -5.00 0.59 -4.15
H -3.33 2.26 -3.24
H -2.68 -2.51 -2.21
H -2.58 3.47 -1.44
H -0.84 4.94 -0.51
H 1.54 4.33 -0.50
H 2.20 2.04 -1.25
N -0.58 -0.44 1.15
C 0.35 -1.05 2.09
C 0.05 -1.25 3.44
C 0.97 -1.78 4.36
C 2.23 -2.05 3.90
C 2.62 -1.84 2.54
C 3.93 -2.21 2.12
C 4.29 -1.91 0.85
C 3.35 -1.32 -0.02
N 2.08 -1.11 0.30
C 1.67 -1.37 1.65
H -0.57 0.60 1.23
H -1.54 -0.73 1.41
H -0.97 -0.90 3.71
H 0.86 -2.00 5.38
H 3.01 -2.33 4.60
H 4.65 -2.68 2.79
H 5.32 -2.13 0.52
H 3.69 -1.14 -0.99
*
```

Calculated values
maximum force	0.06844	hartree/bohr
electronic energy	-1759.86198	a.u.
lowest unoccupied orbital energy (alpha / beta)	-7.49 / -6.43	eV



Record 2
One molecule with the formula C3H4N4, computed with ωB97M-V with the def2-TZVPD basis set.

The geometry in ORCA input format:
```
! RIJCOSX wB97M-V def2-TZVPD def2/J DEFGRID3
* xyz 0 1
N 1.92 -0.28 -0.46
C 0.57 -0.16 -0.27
C 0.05 0.81 0.62
N -1.21 0.80 0.96
C -1.96 -0.14 0.36
N -1.56 -0.97 -0.58
N -0.26 -0.99 -0.90
H 2.50 0.55 -0.42
H 2.26 -1.01 -1.06
H 0.69 1.59 1.05
H -3.00 -0.22 0.69
*
```

Calculated values
SMILES	Nc1cncnn1
maximum force	0.00985	hartree/bohr
electronic energy	-335.71208	a.u.
lowest unoccupied orbital energy	0.21	eV
energy above the lowest of the compared OMol25 structures with the same formula, charge and spin	1.6666	eV



Record 3
C4H5NO as an isolated structure, computed with ωB97M-V with the def2-TZVPD basis set.

The geometry in ORCA input format:
```
! RIJCOSX wB97M-V def2-TZVPD def2/J DEFGRID3
* xyz 0 1
C 0.54 0.14 1.07
C -0.13 0.16 -0.26
N -0.52 -0.90 -0.89
O -0.29 -2.02 -0.15
C 0.55 1.42 -1.64
C -0.51 1.50 -0.90
H 1.56 -0.26 0.99
H 0.60 1.15 1.47
H -0.01 -0.51 1.76
H -0.63 -2.73 -0.70
H -1.34 2.11 -0.55
*
```

Calculated values
maximum force	0.01240	hartree/bohr
electronic energy	-285.21010	a.u.
lowest unoccupied orbital energy	-0.05	eV
energy above the lowest of the compared OMol25 structures with the same formula, charge and spin	5.5643	eV



Record 4
One molecule with the formula C23H22N2O4 at a distorted geometry, computed with ωB97M-V with the def2-TZVPD basis set.

The geometry in ORCA input format:
```
! RIJCOSX wB97M-V def2-TZVPD def2/J DEFGRID3
* xyz 0 1
C -7.22 -2.80 0.48
C -6.04 -3.13 -0.43
C -4.87 -2.17 -0.27
C -5.19 -0.75 -0.74
C -3.96 0.15 -0.82
C -3.35 0.45 0.56
C -2.19 1.40 0.43
C -0.89 0.95 0.36
C 0.19 1.82 0.20
C 1.54 1.41 0.13
C 2.54 2.32 -0.03
C 3.92 1.90 -0.11
N 4.98 2.62 -0.30
N 6.03 1.79 -0.29
C 5.58 0.59 -0.08
C 6.35 -0.63 0.01
C 5.74 -1.86 0.23
C 6.50 -3.00 0.32
C 7.88 -2.93 0.19
C 8.50 -1.71 -0.03
C 7.74 -0.56 -0.12
O 4.23 0.58 0.04
C 2.25 3.76 -0.13
O 3.04 4.64 -0.27
O 0.92 4.10 -0.06
C -0.07 3.20 0.10
C -1.38 3.67 0.17
C -2.43 2.78 0.32
O -3.71 3.21 0.39
H -6.90 -2.76 1.52
H -7.66 -1.84 0.21
H -8.00 -3.56 0.38
H -6.37 -3.12 -1.47
H -5.70 -4.14 -0.21
H -4.57 -2.15 0.78
H -4.02 -2.55 -0.85
H -5.92 -0.29 -0.07
H -5.64 -0.81 -1.73
H -3.20 -0.32 -1.45
H -4.24 1.10 -1.28
H -3.01 -0.47 1.02
H -4.11 0.90 1.19
H -0.69 -0.11 0.44
H 1.77 0.36 0.20
H 4.66 -1.90 0.33
H 6.02 -3.96 0.49
H 8.47 -3.83 0.26
H 9.57 -1.66 -0.14
H 8.20 0.40 -0.30
H -1.55 4.73 0.09
H -3.74 4.18 0.33
*
```

Calculated values
SMILES	CCCCCCc1cc2cc(-c3nnc(-c4ccccc4)o3)c(=O)oc2cc1O
maximum force	0.03636	hartree/bohr
electronic energy	-1300.13045	a.u.
lowest unoccupied orbital energy	-0.58	eV
energy above the lowest of the compared OMol25 structures with the same formula, charge and spin	1.8689	eV



Record 5
C23H29NO8 as an isolated structure at a distorted geometry, computed with ωB97M-V with the def2-TZVPD basis set.

The geometry in ORCA input format:
```
! RIJCOSX wB97M-V def2-TZVPD def2/J DEFGRID3
* xyz 0 1
C -1.28 -0.26 4.81
H -1.04 -1.36 4.68
H -2.22 0.07 4.84
H -0.68 0.10 5.53
O -0.91 0.16 3.35
C 0.32 0.16 3.25
O 1.09 -0.42 4.09
C 0.66 0.88 1.79
C 1.90 0.84 1.38
N 2.41 1.36 0.30
C 1.41 2.36 -0.37
C 0.07 2.37 -0.14
C -0.70 3.02 -0.83
O -1.84 3.53 -0.35
O -0.16 3.79 -1.92
C -1.05 4.68 -2.37
H -0.34 4.95 -3.26
H -1.34 5.47 -1.75
H -1.76 4.31 -2.95
C -0.46 1.48 1.19
C -1.30 0.33 0.35
C -2.74 0.60 0.44
C -3.40 -0.34 -0.29
C -2.87 -1.59 -0.62
C -1.42 -1.64 -0.87
C -0.56 -0.80 -0.05
H 0.43 -1.13 0.07
O -0.88 -2.83 -1.13
C 0.37 -3.30 -0.79
H 0.74 -3.31 0.24
H 0.62 -4.15 -1.36
H 1.05 -2.57 -1.54
O -3.41 -2.64 -1.41
C -4.80 -3.10 -1.11
H -4.99 -4.04 -1.47
H -4.88 -2.76 0.03
H -5.45 -2.27 -1.72
O -4.74 -0.27 -0.31
C -5.37 0.94 -0.12
H -6.50 0.95 -0.36
H -5.23 0.92 1.11
H -5.03 1.85 -0.36
H -3.16 1.37 0.67
H -1.14 1.91 1.71
H 1.77 2.77 -1.30
C 3.81 1.03 -0.26
H 4.11 1.83 -0.78
H 4.48 0.73 0.61
C 3.59 -0.06 -1.27
H 2.71 0.14 -1.92
O 3.06 -1.20 -0.50
C 4.11 -2.09 -0.18
C 5.22 -1.99 -1.43
H 6.11 -2.45 -0.98
H 4.77 -2.75 -2.02
C 4.98 -0.48 -1.50
H 4.99 -0.48 -2.85
H 5.64 0.01 -1.16
H 3.69 -3.02 0.06
H 4.75 -1.81 1.08
H 2.78 0.25 1.98
*
```

Calculated values
maximum force	0.35245	hartree/bohr
electronic energy	-1549.79032	a.u.
lowest unoccupied orbital energy	-0.53	eV
energy above the lowest of the compared OMol25 structures with the same formula, charge and spin	18.3401	eV



Question: What is the maximum force in the first record?
Answer: 0.06844 hartree/bohr